Formula: C6H9N2S
Source: the OMol25 dataset
Level of theory: ωB97M-V/def2-TZVPD

Each line ends with the Löwdin charge.
Positions of all 18 atoms, in Å:
C -1.79784 -1.52782 0.07923  -0.139
C -2.87531 -0.69825 0.03736  -0.396
C -0.55572 0.45854 -0.17270  -0.299
C 0.72133 -1.44295 -0.14636  -0.018
C 1.56313 -0.17901 0.24198  -0.066
C 1.17411 2.35339 -0.10848  0.058
N -0.64625 -0.88226 -0.08559  -0.102
N 0.62329 0.93173 0.06541  -0.105
S -2.50137 0.99160 0.01178  1.036
H -1.80067 -2.53573 0.40382  0.137
H -3.84904 -1.04208 -0.10537  0.063
H 1.02141 -1.77491 -1.17899  0.159
H 0.79408 -2.15776 0.58301  0.102
H 1.84537 -0.25220 1.26682  0.128
H 2.40375 -0.06255 -0.42767  0.135
H 2.13662 2.17534 0.34512  0.086
H 1.23958 2.61831 -1.22184  0.129
H 0.50354 3.02662 0.41245  0.092

Cartesian forces (eV/Å) of the 6 atoms listed first:
-2.64 1.04 0.23
1.88 -0.24 0.11
-5.29 -0.53 1.19
0.46 2.37 -1.95
-0.68 -1.05 -0.75
-0.97 -1.98 -1.42

## Properties
calculated total energy = -20175.2290 eV
LUMO level = -3.946 eV
HOMO-LUMO gap = 8.5 eV
E_HOMO = -12.4 eV
charge = +1
energy relative to the best compared isomer or geometry (same formula, charge and spin) = 0.953 eV

Formula: C21H57N3O9
Source: the OMol25 dataset
Level of theory: ωB97M-V/def2-TZVPD

Each line ends with the Löwdin charge.
Positions of all 90 atoms, in Å:
C -0.79591 0.37681 0.53219  -0.164
O 0.34409 -0.39619 0.65219  -0.186
H -0.54891 1.12081 -0.28681  0.084
H -0.88691 1.05081 1.42219  0.064
H -1.59991 -0.17619 0.26919  0.052
H 0.57809 -0.53619 1.69419  0.093
C -2.42591 -1.44519 4.59619  -0.180
O -2.14991 -1.12719 3.29919  -0.077
H -2.51091 -2.58519 4.94319  0.129
H -3.32291 -0.83019 5.08019  0.118
H -1.61291 -1.25219 5.22219  0.025
H -2.30391 -0.33219 2.98619  -0.049
C -4.08391 1.92281 3.82519  -0.159
O -3.42691 1.33381 2.71519  -0.167
H -5.12391 1.35681 4.03119  0.123
H -4.33191 2.91981 3.69619  0.053
H -3.60191 1.53081 4.70619  0.057
H -3.29891 2.17381 2.11519  0.149
C 1.90409 -5.41519 -1.41681  -0.064
O 2.00009 -4.13319 -1.98181  -0.151
C 2.08909 -3.09119 -1.13381  -0.258
C 1.97309 -1.77519 -1.98181  -0.179
N 2.38609 -0.64919 -1.26781  -0.046
C 2.26909 0.49981 -2.08881  -0.137
C 2.86609 1.73481 -1.27281  -0.094
O 3.02709 2.90981 -2.10481  -0.143
C 3.63909 3.77481 -1.42581  -0.247
H 2.43509 -5.39619 -0.50781  0.073
H 2.23709 -6.10419 -2.04981  0.061
H 1.04509 -5.52919 -0.92181  0.051
H 3.00809 -3.13319 -0.47781  0.135
H 1.40709 -3.16719 -0.30681  0.098
H 0.94209 -1.77919 -2.15181  0.108
H 2.59709 -1.93419 -2.80881  0.113
H 1.81309 -0.51719 -0.58981  -0.011
H 1.32509 0.65581 -2.29681  0.048
H 2.81209 0.34081 -3.03881  0.140
H 3.80009 1.64481 -0.90781  0.076
H 2.21609 1.93481 -0.56981  0.062
H 3.42109 4.63681 -1.94081  0.080
H 4.82609 3.30081 -1.36481  0.170
H 3.43409 4.06181 -0.53881  0.018
C -0.41491 4.38981 -1.00281  -0.087
O -1.46691 3.58381 -1.53681  -0.195
C -1.18391 3.07381 -2.82681  -0.248
C -1.90191 1.80481 -3.06481  -0.168
N -1.54691 1.44781 -4.46081  -0.031
C -2.26991 0.23881 -4.82781  -0.186
C -2.05891 -0.04819 -6.34781  -0.195
O -2.73691 -1.28519 -6.49381  -0.173
C -2.41991 -1.93819 -7.68781  -0.133
H 0.25509 3.72781 -0.52181  0.055
H -0.96991 5.02981 -0.30681  0.084
H -0.01491 5.09081 -1.82681  0.123
H -0.04791 2.82681 -2.95081  0.145
H -1.25591 3.71681 -3.62381  0.092
H -2.82291 1.82881 -2.94081  0.048
H -1.37291 1.07481 -2.41481  0.121
H -0.58091 1.23881 -4.61581  0.100
H -3.26591 0.31081 -4.85481  0.080
H -2.07191 -0.63619 -4.26681  0.113
H -0.96091 0.06281 -6.54281  0.144
H -2.35491 0.69581 -6.80381  0.031
H -2.64591 -3.07219 -7.91281  0.131
H -1.42891 -1.92419 -7.84981  0.003
H -2.56291 -1.03819 -8.53681  0.146
C 0.65909 -5.51819 3.19219  -0.069
O 1.27409 -4.39119 3.88819  -0.175
C 0.99309 -3.19419 3.22719  -0.258
C 1.52209 -1.91519 4.04719  -0.173
N 0.93409 -0.71019 3.36019  -0.123
C 1.23109 0.42281 4.38919  -0.084
C 0.57609 1.65781 3.55319  -0.093
O 0.91909 2.81981 4.53819  -0.188
C 0.46709 3.97581 4.00319  -0.228
H 1.00909 -6.31319 3.74519  0.052
H 1.15509 -5.63919 2.24419  0.072
H -0.46691 -5.57419 3.12019  0.112
H -0.06691 -3.02019 2.87019  0.132
H 1.66409 -2.99319 2.38619  0.104
H 2.66809 -1.90419 4.02319  0.139
H 0.99209 -2.04219 5.13719  0.153
H -0.11791 -0.87319 3.25019  0.086
H 2.37009 0.55281 4.22819  0.157
H 0.80609 0.16381 5.19719  0.023
H -0.55091 1.38881 3.47019  0.113
H 0.79809 1.78481 2.50119  0.088
H 0.51509 4.13381 2.77019  0.132
H 0.97609 4.83681 4.53719  0.097
H -0.59491 4.17481 4.18619  0.062

Cartesian forces (eV/Å) of the 6 atoms listed first:
3.26 4.04 0.02
1.40 -1.35 3.19
-0.75 -0.63 0.50
-0.73 -0.72 -0.52
-2.96 -1.55 -0.48
-0.04 0.30 -2.91

## Properties
calculated total energy = -45580.4233 eV
LUMO level = 0.261 eV
structure (SMILES) = COCCNCCOC.COCCNCCOC.COCCNCCOC.CO.CO.CO
HOMO-LUMO gap = 8.8 eV
E_HOMO = -8.5 eV
energy relative to the best compared isomer or geometry (same formula, charge and spin) = 13.803 eV

Formula: C11H36Cl2NO10
Source: the OMol25 dataset
Level of theory: ωB97M-V/def2-TZVPD

Each line ends with the Löwdin charge.
Positions of all 60 atoms, in Å:
N -0.40967 -0.45222 -0.11783  0.313
H -1.12478 -1.09184 -0.43345  0.050
H -0.75833 0.46718 -0.34858  0.066
H 0.47023 -0.60081 -0.59089  0.049
H -0.24125 -0.53828 0.87431  0.071
C -1.32721 -2.64315 -2.15728  -0.174
C -0.72689 -3.87577 -1.40200  -0.163
O 0.05866 -3.44866 -0.23578  -0.104
O -2.33477 -1.93251 -1.36942  -0.106
H -1.83488 -2.89525 -3.08831  0.124
H -0.53787 -1.99605 -2.53977  0.103
H -0.14297 -4.45256 -2.11926  0.120
H -1.53809 -4.44952 -0.95381  0.117
H 0.29525 -4.13720 0.38996  0.086
H -3.06990 -2.53715 -1.24456  0.100
C 3.02893 -1.92321 1.93743  -0.240
C 2.14269 -0.83357 2.50861  -0.223
O 0.74708 -1.12537 2.54305  -0.112
O 4.35336 -1.47066 1.65029  -0.041
H 2.56712 -2.47561 1.11909  0.113
H 3.18100 -2.68143 2.70559  0.123
H 2.37269 0.05060 1.91409  0.096
H 2.45253 -0.57046 3.51999  0.133
H 0.48171 -1.29035 3.45077  0.086
H 4.31385 -1.11228 0.76057  0.072
C 2.25716 -0.39652 -3.89443  -0.217
C 1.60036 0.32101 -2.64865  -0.192
O 1.85055 -0.38251 -1.42286  -0.100
O 3.64967 -0.21125 -4.03212  -0.043
H 1.87628 -0.00515 -4.83776  0.126
H 2.00649 -1.45248 -3.79338  0.115
H 0.52287 0.26553 -2.80368  0.101
H 1.75507 1.39488 -2.54393  0.121
H 2.67725 0.00806 -1.13026  0.095
H 4.00270 -0.47874 -3.18041  0.076
C -2.69228 2.16115 -1.07185  -0.219
C -2.99348 2.48526 0.42498  -0.214
O -2.71182 1.36348 1.25744  -0.080
O -1.38699 1.78619 -1.39916  -0.069
H -3.06686 2.97902 -1.68739  0.128
H -3.38272 1.33308 -1.23213  0.123
H -4.01594 2.85597 0.49734  0.126
H -2.32884 3.28579 0.74982  0.103
H -2.84780 1.70445 2.14448  0.085
H -0.88686 2.60513 -1.42732  0.100
C 1.00216 2.59773 1.62161  -0.217
C 0.73385 4.14830 1.55817  -0.179
O 1.90173 4.98801 1.24879  -0.050
O 1.39747 2.06176 0.37448  -0.098
H 0.16447 1.97941 1.94416  0.109
H 1.85615 2.37206 2.26027  0.114
H 0.36560 4.45179 2.53816  0.122
H -0.04286 4.29342 0.80732  0.100
H 1.97739 4.98304 0.29179  0.070
H 1.69344 2.78702 -0.18050  0.075
C -3.94563 -1.69260 2.46975  -1.001
Cl -4.32837 -0.77025 3.95111  0.515
Cl -2.24852 -2.20851 2.34444  0.565
H -4.63157 -2.53760 2.41015  0.032
H -4.19881 -1.06007 1.61892  0.013

Cartesian forces (eV/Å) of the 6 atoms listed first:
-0.44 0.14 0.55
-0.49 -0.66 0.25
0.02 0.78 -0.04
0.65 -0.08 -0.29
-0.08 -0.25 0.67
-0.53 -0.82 0.47

## Properties
calculated total energy = -58992.4184 eV
LUMO level = -2.442 eV
HOMO-LUMO gap = 10.5 eV
E_HOMO = -12.9 eV
charge = +1
energy relative to the best compared isomer or geometry (same formula, charge and spin) = 0.000 eV

> The lowest HOMO-LUMO gap belongs to which entry?

C6H9N2S

> The highest E_HOMO belongs to which entry?

C21H57N3O9